Entry 1:
85
Properties=species:S:1:pos:R:3:forces:R:3 method="wB97M-V/def2-TZVPD" total_charge=+1 multiplicity=3 gap_ha="0.125 / 0.075" lumo_ev="-7.1 / -8.5" homo_ha="-0.3867 / -0.3867" energy_ev=-95845.831
Pd 3.8705 1.3818 -4.1469 0.0596 -0.1262 0.1639
C -0.9966 -0.3809 1.0987 0.7500 1.4503 -0.3800
C -1.2152 0.2138 -0.3445 0.4968 -1.1055 0.9106
O -0.1244 0.1491 -1.2274 -1.3440 0.1286 1.1366
H -0.4437 -1.3148 1.2003 -0.1602 0.0811 -0.3261
H -1.8959 -0.3768 1.7146 -0.3376 -0.3310 -0.5149
H -0.4377 0.4405 1.5471 0.5649 -0.3705 0.4558
H -1.6252 1.2075 -0.1642 0.1572 0.3607 -0.5895
H -2.0262 -0.3775 -0.7695 -0.0751 -0.1864 -0.7437
Cl -1.0065 -7.6412 -4.3737 -0.2000 0.6090 -0.2933
C -1.0463 -5.9301 -4.9680 0.0856 0.4751 0.8329
C -2.3624 -5.1939 -4.5271 0.8156 -0.1165 -0.2925
Cl -3.7611 -5.8938 -5.2842 -1.0790 -0.9199 -0.5820
H -0.7765 -5.9254 -6.0241 -0.9505 -0.1486 -0.1401
H -0.1495 -5.4854 -4.5365 -0.3023 0.2565 0.4982
H -2.4975 -4.1570 -4.8349 1.1040 0.0975 -0.0041
H -2.5577 -5.2223 -3.4552 0.5287 -0.2586 -0.0174
Cl -4.1706 4.2181 -8.2212 -0.1904 0.3547 -0.0867
C -2.8804 3.1142 -7.7902 -0.2361 -1.4842 -0.4286
C -3.4121 1.8180 -7.1231 -0.2000 0.9638 -0.2704
Cl -4.7053 0.8457 -8.0409 1.4793 1.0339 0.7240
H -2.1925 3.6125 -7.1071 -0.1420 -0.0771 0.1268
H -2.3203 2.8250 -8.6794 -0.1293 0.2910 -0.1499
H -3.8535 2.1532 -6.1845 -0.1634 -0.5832 0.0025
H -2.5113 1.2258 -6.9620 -0.4319 -0.4947 0.0777
C -0.2460 -9.4002 6.6815 -1.1865 -1.3568 -0.8308
O -0.5217 -10.5819 6.4466 0.5427 1.9801 0.4521
N -0.7926 -8.3164 6.0399 0.7208 -0.9048 0.5740
C -0.3070 -7.0043 6.3924 -0.5197 0.7724 -0.3085
C -1.8631 -8.4357 5.0779 -0.9860 -0.1040 -0.1977
H 0.4367 -9.0613 7.4761 0.1798 -0.3180 -0.0630
H 0.4442 -6.9688 7.1814 0.0620 -0.6061 -0.1533
H -1.1151 -6.3738 6.7632 -0.2529 0.0496 -0.0571
H 0.1000 -6.5114 5.5095 0.1391 0.0939 -0.0498
H -2.7923 -8.0187 5.4661 0.0265 0.4789 0.2457
H -1.6826 -7.9493 4.1192 0.4417 0.1614 0.0824
H -2.1823 -9.4519 4.8466 0.8309 -0.2483 0.3102
C -0.9115 9.7628 -2.9572 -0.2072 3.0032 0.7019
O -0.6220 10.9942 -2.9473 -0.5448 -3.6627 -0.3777
N -2.1489 9.2613 -2.7355 -0.6427 0.3524 0.6008
C -2.3988 7.8300 -2.6011 -1.5101 0.1467 -0.8936
C -3.3487 10.1594 -2.6580 1.0015 0.2312 0.1928
H -0.2205 8.9146 -3.0811 0.5205 0.4152 -0.0764
H -2.8151 7.5054 -3.5547 -0.1309 -0.3793 -0.1316
H -3.2182 7.7344 -1.8886 0.1809 -0.2236 0.1852
H -1.6296 7.0982 -2.3541 0.5868 0.8485 0.2120
H -3.8537 10.2639 -3.6183 0.2804 -0.0055 -0.1540
H -4.1248 9.8941 -1.9401 0.4022 -0.7761 0.1558
H -2.9848 11.1247 -2.3061 0.0455 0.0519 -0.4104
C 5.6128 -5.0466 -2.5339 -1.8911 2.6492 0.1556
O 5.1539 -3.8974 -2.8427 1.2893 -3.2659 0.8173
N 5.1660 -5.8010 -1.4895 -0.0477 -0.6338 0.9161
C 5.8729 -7.0672 -1.0733 -0.3691 1.1320 -1.3135
C 4.1411 -5.3382 -0.5296 0.0334 1.2523 -0.1805
H 6.4063 -5.5375 -3.1183 -0.0683 0.1217 0.1326
H 5.3029 -7.9191 -1.4440 0.0134 -0.0911 0.3153
H 6.0307 -7.1137 0.0043 -0.1721 0.1494 -0.1153
H 6.8387 -7.0603 -1.5787 0.0409 -0.1635 0.1413
H 3.5596 -4.4939 -0.9001 0.2877 -0.0700 -0.6209
H 3.3771 -6.0377 -0.1903 0.5070 -0.7193 -0.4323
H 4.6040 -4.9167 0.3627 0.3381 -0.2650 0.1495
C -6.1549 6.0072 3.4809 -0.9364 0.2570 -0.3443
O -6.9979 6.5514 2.7893 0.2588 0.1064 0.0246
N -6.0239 4.6686 3.5542 1.1222 -0.2428 1.6016
C -4.8784 4.0102 4.2713 -0.5722 0.6100 -1.5796
C -6.8005 3.7661 2.7281 0.3693 -0.1513 0.0762
H -5.4877 6.6004 4.1253 0.2021 -0.2938 0.0526
H -5.2440 3.1884 4.8872 0.1441 0.0222 -0.1290
H -4.1978 4.6484 4.8348 -0.7342 0.4907 0.2007
H -4.2494 3.6941 3.4391 0.2191 -0.8671 0.2123
H -6.1517 3.4199 1.9236 -0.1236 -0.1048 -0.3415
H -7.0520 2.8901 3.3259 -0.2055 0.0067 -0.0006
H -7.7009 4.2194 2.3134 0.2593 0.1669 0.2288
C 6.5164 1.8008 2.0478 1.0655 0.3353 -0.9038
O 6.3860 1.8619 0.8355 -0.7395 -0.4066 0.0885
N 7.6011 2.3021 2.6655 -0.3769 -0.9457 1.5338
C 7.6107 2.3601 4.1141 0.3655 0.6066 0.5831
C 8.7431 2.8484 2.0137 0.4950 0.7493 -0.9620
H 5.8398 1.3135 2.7668 -0.3100 0.0972 -0.3033
H 6.7329 1.9213 4.5885 -0.1468 0.1015 -0.3976
H 7.6909 3.4086 4.4011 -0.2984 0.1614 0.1891
H 8.4662 1.9021 4.6105 0.2617 -0.3812 -0.5009
H 8.6994 2.7492 0.9291 -0.3149 -0.3115 0.1382
H 8.8040 3.9228 2.1870 0.0690 0.1454 0.2271
H 9.6787 2.3991 2.3465 -0.1146 -0.1478 0.2220

Entry 2:
83
Properties=species:S:1:pos:R:3:forces:R:3 method="wB97M-V/def2-TZVPD" total_charge=-1 gap_ha=0.208 lumo_ev=2.5 homo_ha=-0.1150 energy_ev=-102603.442
Cu 0.7395 0.2978 -0.9027 -0.5984 0.0906 1.0113
Cl 1.4064 -1.9346 -4.2840 3.7283 -1.3501 -0.6901
O 2.0150 -0.9747 -5.1835 -1.3020 1.1670 -0.1500
O 0.5629 -2.8339 -5.0028 -1.8410 0.5982 -0.0706
O 2.5046 -2.7206 -3.8265 1.2522 -1.1450 0.9990
O 0.8592 -1.3245 -3.1135 -1.8224 1.0691 0.2030
C 1.6635 1.1811 2.1291 0.8609 -1.1435 -0.0209
C 0.3685 0.6824 2.8646 1.4419 1.8447 0.0955
C 0.3303 1.5433 4.1707 -0.7935 1.1656 -0.4094
C -0.1961 3.0127 4.0452 -0.1706 -1.6338 -1.0079
C -1.4925 2.9589 3.1778 0.8264 0.7084 0.5629
C -1.3460 2.2156 1.8148 0.4323 1.0361 0.8102
N -0.8014 0.8454 2.0920 -2.7978 0.4679 -1.7893
O -0.8604 0.0109 0.9244 1.3264 0.8946 -0.0253
C -0.4820 3.0979 0.8435 0.4978 -0.1469 0.4000
C -2.7679 2.2040 1.2091 -0.0235 -1.5131 -0.2799
C 0.4656 -0.7304 3.3771 0.4177 -1.2000 0.6761
H 2.5262 0.8428 2.7031 0.2369 0.4017 0.5926
H 1.7191 2.2544 1.9474 -0.1155 -0.0994 0.4582
H 1.9341 0.7166 1.1809 -0.8654 -0.2108 -0.3068
H 1.3191 1.5910 4.6268 0.0604 -0.4439 0.0524
H -0.3775 1.0361 4.8263 0.0740 -0.0238 0.3239
H 0.4934 3.7034 3.5599 0.3605 -0.2688 -0.2754
H -0.2602 3.4157 5.0559 -0.7040 0.0294 0.0634
H -1.7312 4.0058 2.9904 -0.3724 0.1100 -0.3397
H -2.3427 2.5462 3.7209 0.0977 -0.2685 0.1372
H -0.9706 3.9987 0.4720 -0.5708 -0.1585 -0.0384
H -0.1284 2.5211 -0.0111 -0.2219 -0.1935 -0.1038
H 0.4138 3.4923 1.3231 0.0405 -0.0922 0.2062
H -3.3912 3.0977 1.2379 0.8497 0.7549 0.0106
H -3.4362 1.5044 1.7111 0.3803 -0.5649 0.1586
H -2.6663 1.8565 0.1810 -0.1866 0.0055 -0.0212
H 1.0524 -0.7522 4.2954 0.7875 0.1447 -0.0655
H 0.8576 -1.5010 2.7133 -0.0810 0.3723 -0.2903
H -0.4622 -1.1221 3.7941 -0.5562 0.3561 -0.6610
C 3.0006 -1.8861 0.5472 1.2558 0.8319 -0.5315
O 2.7352 -0.9034 -0.4809 -0.3845 0.3740 0.4085
C 3.9095 -0.2943 -1.0485 0.0665 -0.8042 -1.0127
C 3.5476 0.9111 -1.9762 -0.4941 -1.2981 0.7764
N 2.6102 1.7508 -1.2544 -1.0101 1.3706 -1.2816
C 2.1405 2.9071 -2.1125 -0.8672 -1.0640 0.3370
C 1.2016 2.4828 -3.2875 -0.2499 0.3688 1.3848
O 0.0016 1.8689 -2.7624 0.7101 0.0810 -0.3024
C -1.0087 1.7641 -3.7726 0.4970 -0.2733 0.1215
H 3.4533 -1.3528 1.3831 0.2359 -0.0839 0.2009
H 3.7153 -2.5881 0.1176 0.1097 -0.2568 0.1812
H 2.1683 -2.4497 0.9688 -0.5374 0.5530 -0.8073
H 4.3980 -1.0827 -1.6211 -0.0123 -0.0189 -0.5794
H 4.7108 -0.0347 -0.3567 -0.4631 0.4248 0.9215
H 3.0514 0.5444 -2.8747 0.0412 -0.1823 0.0072
H 4.4215 1.4843 -2.2858 0.4611 -0.2272 0.0364
H 3.0971 2.1543 -0.4669 -0.1840 -0.0055 0.4035
H 2.9501 3.5454 -2.4664 0.4099 -0.2989 -0.4645
H 1.5575 3.5892 -1.4936 -0.1955 -0.2751 0.2953
H 1.6837 1.8673 -4.0471 -0.0322 -0.1907 0.0071
H 0.8692 3.4296 -3.7131 0.2116 0.1480 -0.4563
H -1.9843 1.6838 -3.2932 0.1363 0.2080 0.0991
H -0.8753 0.8869 -4.4057 0.2346 -0.2408 0.1029
H -0.9292 2.6285 -4.4320 -0.3701 0.2610 0.0396
C -4.4678 0.3173 -1.0780 0.1900 -0.3165 0.9089
O -3.4034 -0.6030 -0.8122 -1.4153 0.2852 -0.6327
C -3.1513 -1.4554 -1.9058 1.3091 0.1026 -0.5623
C -2.0092 -2.4159 -1.5664 -1.6269 0.3343 0.7034
N -2.5469 -3.4922 -0.6944 2.0794 0.4639 -0.5197
C -1.4371 -4.4242 -0.4076 -0.1060 -0.8738 1.0323
C -0.2411 -3.9360 0.4906 -2.2065 -0.4750 -0.6343
O -0.8340 -3.5675 1.7281 -0.2384 0.2325 -0.7232
C -0.2120 -4.0009 2.8931 0.1336 0.6359 -0.1685
H -5.3635 -0.1330 -1.5057 0.1427 -0.3841 -0.5423
H -4.1535 1.1873 -1.6546 0.1717 -0.0709 -0.3940
H -4.8408 0.7092 -0.1317 0.4044 -0.0303 0.2395
H -2.8217 -0.9028 -2.7856 0.2471 0.6556 -0.1459
H -4.0087 -1.9872 -2.3183 -0.6387 -0.3080 0.5977
H -1.2769 -1.8355 -1.0052 0.0920 -0.0350 0.0468
H -1.5623 -2.7984 -2.4840 0.1606 -0.0497 -0.1540
H -3.1471 -4.0602 -1.2751 -0.4484 0.0759 -0.0970
H -1.0402 -4.9076 -1.3003 0.3485 0.2521 -0.4810
H -1.9714 -5.2216 0.1088 0.4268 -0.3524 0.4476
H 0.2540 -3.1450 -0.0728 0.1054 0.5702 0.5548
H 0.4851 -4.7372 0.6274 -0.0395 -0.3065 -0.0643
H -0.3128 -5.0649 3.1069 0.0702 -0.3793 -0.2800
H -0.7158 -3.4655 3.6978 0.2788 0.0371 0.1265
H 0.8343 -3.7053 2.8158 0.3422 -0.2255 0.6391